(1)
Here is a 7-piece molecular cluster, C35H77N7O8 overall at a distorted geometry from the OMol25 dataset. Energies are from ωB97M-V/def2-TZVPD.

ORCA input file:
```
! RIJCOSX wB97M-V def2-TZVPD def2/J DEFGRID3
* xyz 0 1
C -0.63 -0.12 -9.80
C 0.41 -0.33 -8.69
C 1.69 0.51 -8.94
C 1.69 1.71 -8.00
C 1.52 2.99 -8.50
C 1.48 4.07 -7.62
C 1.60 3.82 -6.28
C 1.79 2.54 -5.78
C 1.84 1.48 -6.64
C 1.87 2.60 -4.29
O 1.86 1.69 -3.53
N 1.93 4.00 -3.93
C 1.56 4.73 -5.10
O 1.24 5.89 -5.14
H -0.41 -0.71 -10.69
H -0.73 0.94 -10.04
H -1.60 -0.43 -9.42
H -0.07 0.00 -7.77
H 0.64 -1.38 -8.56
H 1.71 0.87 -9.97
H 2.59 -0.06 -8.71
H 1.40 3.15 -9.56
H 1.32 5.09 -7.97
H 1.98 0.48 -6.23
H 1.13 4.12 -3.30
C -0.89 -0.53 -4.74
O -1.91 0.17 -5.43
C -3.22 0.00 -4.90
C -3.53 0.89 -3.69
C -2.88 0.43 -2.39
N -3.16 2.29 -3.94
H -1.23 -1.49 -4.35
H -0.49 0.09 -3.93
H -0.07 -0.70 -5.44
H -3.89 0.28 -5.71
H -3.41 -1.06 -4.68
H -4.61 0.85 -3.55
H -1.82 0.69 -2.35
H -3.36 0.91 -1.54
H -2.97 -0.65 -2.27
H -3.68 2.64 -4.73
H -2.19 2.30 -4.25
C -0.67 -0.59 0.60
O -1.99 -0.16 0.87
C -2.84 -1.15 1.42
C -2.66 -1.38 2.92
C -1.41 -2.18 3.27
N -2.66 -0.11 3.67
H -0.64 -1.63 0.28
H -0.02 -0.45 1.47
H -0.27 0.04 -0.20
H -3.86 -0.78 1.24
H -2.75 -2.09 0.86
H -3.52 -1.97 3.26
H -0.50 -1.58 3.22
H -1.48 -2.58 4.28
H -1.29 -3.03 2.59
H -3.55 0.36 3.52
H -1.99 0.50 3.22
C 0.86 1.95 7.77
O 0.30 1.66 6.50
C 0.90 0.61 5.77
C 0.47 -0.80 6.19
C 1.10 -1.28 7.50
N -0.99 -0.92 6.28
H 1.95 1.80 7.78
H 0.40 1.33 8.54
H 0.64 2.99 8.00
H 0.59 0.77 4.74
H 2.00 0.72 5.80
H 0.81 -1.48 5.40
H 0.61 -0.85 8.37
H 1.00 -2.36 7.58
H 2.16 -1.04 7.54
H -1.38 -0.71 5.36
H -1.33 -0.17 6.87
C -4.66 5.73 6.24
O -4.04 4.49 5.96
C -2.95 4.55 5.06
C -1.62 5.00 5.67
C -1.53 6.50 5.95
N -1.31 4.27 6.90
H -4.66 6.39 5.37
H -4.17 6.24 7.08
H -5.69 5.53 6.54
H -2.83 3.53 4.69
H -3.21 5.17 4.19
H -0.84 4.76 4.94
H -2.07 6.78 6.86
H -0.49 6.79 6.10
H -1.93 7.08 5.12
H -1.24 3.27 6.68
H -2.12 4.34 7.51
C 3.61 -2.21 4.47
O 2.60 -2.94 3.80
C 2.68 -2.94 2.39
C 3.69 -3.94 1.80
C 5.15 -3.52 1.95
N 3.53 -5.28 2.38
H 3.91 -1.32 3.91
H 4.48 -2.84 4.67
H 3.20 -1.89 5.43
H 1.69 -3.22 2.04
H 2.88 -1.92 2.02
H 3.48 -4.01 0.73
H 5.53 -3.68 2.96
H 5.77 -4.10 1.27
H 5.27 -2.46 1.70
H 2.59 -5.62 2.18
H 3.55 -5.19 3.39
C -0.61 -4.66 -3.81
O -0.25 -3.47 -3.12
C 0.52 -3.66 -1.95
C 2.02 -3.90 -2.20
C 2.35 -5.30 -2.71
N 2.59 -2.91 -3.12
H -0.80 -5.48 -3.12
H 0.15 -4.94 -4.53
H -1.53 -4.45 -4.36
H 0.42 -2.73 -1.39
H 0.09 -4.46 -1.33
H 2.52 -3.77 -1.23
H 2.13 -5.41 -3.77
H 3.42 -5.50 -2.58
H 1.80 -6.06 -2.16
H 2.47 -1.98 -2.73
H 2.00 -2.90 -3.96
*
```

Results
**SMILES**: CCCc1ccc2c(c1)C(=O)NC2=O.COC[C@@H](C)N.COC[C@@H](C)N.COC[C@@H](C)N.COC[C@@H](C)N.COC[C@@H](C)N.COC[C@@H](C)N
**HOMO**: -8.8 eV
**Kohn-Sham gap**: 8.577 eV

***

(2)
Here is a 5-piece molecular cluster, C35H79BClN6O15 overall at a distorted geometry from the OMol25 dataset. Energies are from ωB97M-V/def2-TZVPD.

ORCA input file:
```
! RIJCOSX wB97M-V def2-TZVPD def2/J DEFGRID3
* xyz 1 1
C -6.86 5.02 6.56
C -8.32 4.31 6.18
C -8.25 2.64 6.26
C -8.86 2.02 4.83
N -7.77 2.04 3.84
N -8.08 2.13 2.52
C -9.45 2.03 1.85
C -9.58 0.52 1.14
O -10.19 0.41 -0.05
Cl -8.95 -1.05 1.94
C -7.06 2.33 1.57
N -7.26 2.50 0.04
C -6.00 2.75 -0.74
B -5.70 3.03 -2.33
C -6.61 4.14 -3.13
O -4.61 2.36 -3.12
N -5.01 2.69 0.45
O -3.76 2.91 0.02
N -5.57 2.44 1.68
C -4.72 2.32 2.90
N -3.41 1.53 2.70
C -2.56 1.76 3.93
H -6.44 5.70 5.71
H -6.07 4.18 6.77
H -7.02 5.70 7.52
H -8.58 4.69 5.08
H -9.21 4.73 6.86
H -8.96 2.33 7.14
H -7.12 2.28 6.43
H -9.81 2.69 4.60
H -9.16 0.89 5.07
H -7.18 2.90 4.06
H -10.36 2.10 2.58
H -9.64 2.91 1.06
H -7.71 4.17 -2.69
H -6.16 5.22 -2.95
H -6.58 3.95 -4.28
H -4.38 3.02 -3.86
H -3.25 2.06 -0.15
H -5.19 1.84 3.85
H -4.38 3.42 3.21
H -3.65 0.52 2.55
H -3.18 1.36 4.85
H -2.41 2.93 4.04
H -1.50 1.29 3.82
C -1.51 1.07 -2.79
O -0.30 1.51 -2.19
C -0.32 1.45 -0.77
C 1.03 0.98 -0.22
O 1.32 -0.41 -0.45
C 1.56 -0.79 -1.81
C 2.86 -0.25 -2.41
O 2.77 1.15 -2.65
C 3.97 1.86 -2.33
H -2.27 1.85 -2.71
H -1.31 0.88 -3.85
H -1.86 0.14 -2.34
H -1.11 0.78 -0.41
H -0.53 2.46 -0.40
H 1.00 1.09 0.87
H 1.85 1.61 -0.57
H 0.70 -0.56 -2.44
H 1.64 -1.89 -1.79
H 3.06 -0.73 -3.37
H 3.70 -0.49 -1.73
H 4.36 1.55 -1.35
H 3.73 2.92 -2.28
H 4.71 1.69 -3.11
C 2.05 0.18 6.81
O 2.30 0.29 5.42
C 2.76 1.58 5.02
C 3.85 1.47 3.96
O 5.11 0.98 4.44
C 5.16 -0.39 4.84
C 5.02 -1.40 3.69
O 3.68 -1.41 3.19
C 3.62 -1.53 1.77
H 1.10 0.66 7.05
H 1.99 -0.88 7.07
H 2.86 0.62 7.40
H 3.14 2.14 5.88
H 1.89 2.11 4.61
H 4.05 2.49 3.59
H 3.52 0.90 3.09
H 4.44 -0.59 5.64
H 6.15 -0.53 5.28
H 5.24 -2.40 4.06
H 5.74 -1.15 2.90
H 4.31 -0.84 1.28
H 2.61 -1.27 1.45
H 3.84 -2.56 1.47
C 5.80 -8.74 -2.02
O 5.34 -8.41 -0.71
C 6.21 -8.87 0.32
C 6.33 -7.83 1.44
O 7.08 -6.66 1.10
C 6.48 -5.78 0.14
C 5.23 -5.04 0.63
O 4.13 -5.93 0.75
C 3.33 -5.68 1.90
H 5.59 -9.79 -2.23
H 5.25 -8.12 -2.73
H 6.86 -8.53 -2.13
H 7.21 -9.09 -0.07
H 5.78 -9.79 0.72
H 6.88 -8.30 2.27
H 5.35 -7.56 1.85
H 6.30 -6.29 -0.80
H 7.25 -5.02 -0.08
H 4.95 -4.26 -0.09
H 5.46 -4.55 1.59
H 3.95 -5.55 2.80
H 2.68 -6.55 2.06
H 2.71 -4.79 1.74
C 2.30 3.72 -6.55
O 2.77 2.38 -6.64
C 2.03 1.47 -5.83
C 1.82 0.14 -6.55
O 0.89 0.19 -7.64
C 1.30 0.92 -8.80
C 2.44 0.29 -9.59
O 3.68 0.40 -8.88
C 4.49 -0.76 -8.98
H 2.65 4.17 -5.61
H 2.71 4.28 -7.39
H 1.21 3.77 -6.61
H 1.06 1.89 -5.54
H 2.62 1.30 -4.92
H 1.38 -0.57 -5.83
H 2.76 -0.31 -6.87
H 1.51 1.96 -8.54
H 0.42 0.95 -9.45
H 2.57 0.82 -10.54
H 2.20 -0.76 -9.80
H 3.90 -1.67 -8.80
H 5.26 -0.71 -8.21
H 4.96 -0.80 -9.97
*
```

Results
**Relative energy (zero: lowest compared OMol25 entry of this formula, charge and spin)**: 5.234 eV
**HOMO**: -10.1 eV
**Kohn-Sham gap**: 5.951 eV